No. 1
A structure of composition C9H23BLiO3 at a distorted geometry, computed with ωB97M-V with the def2-TZVPD basis set.

* HOMO level: -3.20 eV
* total charge: -1
* LUMO level: 2.66 eV
* gap between HOMO and LUMO: 5.857 eV
* F_max: 0.02197 hartree/bohr

Geometry as XYZ:
```
37
Properties=species:S:1:pos:R:3:mulliken_charge:R:1
Li 0.166 -1.316 0.748 0.875
C -1.508 -0.596 2.998 -0.487
O -0.598 -1.518 2.584 -0.920
H -1.722 0.212 2.248 0.001
H -2.511 -1.037 3.209 0.230
H -1.201 -0.059 3.927 0.226
B 1.058 -3.295 0.112 0.140
H 1.759 -3.130 1.098 -0.258
H 1.063 -2.258 -0.514 -0.344
H 1.549 -4.192 -0.554 -0.258
H -0.086 -3.578 0.408 -0.218
C -2.373 1.066 -1.890 -0.601
C -2.392 -0.130 -2.829 -0.581
C -1.312 -1.064 -2.306 -0.540
O -1.182 -0.769 -0.924 -0.251
C -1.881 0.430 -0.564 -0.141
H -3.363 1.491 -1.756 0.350
H -1.629 1.804 -2.195 0.260
H -2.262 0.112 -3.887 0.332
H -3.388 -0.588 -2.825 0.275
H -0.363 -0.887 -2.823 0.262
H -1.564 -2.121 -2.378 0.300
H -1.179 1.023 0.019 -0.002
H -2.754 0.150 0.030 0.298
C 2.930 1.959 0.008 -0.554
C 2.256 2.381 1.313 -0.659
C 1.473 1.129 1.735 -0.343
O 1.328 0.334 0.573 -0.109
C 1.990 0.888 -0.550 -0.466
H 3.891 1.482 0.214 0.275
H 3.106 2.745 -0.726 0.339
H 1.551 3.198 1.137 0.246
H 2.991 2.742 2.031 0.363
H 0.478 1.431 2.079 0.196
H 1.915 0.574 2.563 0.329
H 1.255 1.307 -1.252 0.134
H 2.511 0.078 -1.061 0.304
```

***

No. 2
A structure of composition C9H23Be2ClN2O5 at a distorted geometry, computed with ωB97M-V with the def2-TZVPD basis set.

* HOMO level: -18.70 eV
* total charge: +4
* LUMO level: -16.79 eV
* gap between HOMO and LUMO: 1.915 eV
* F_max: 0.11536 hartree/bohr

Geometry as XYZ:
```
42
Properties=species:S:1:pos:R:3:mulliken_charge:R:1
Be 24.958 16.758 -1.117 0.832
Be 27.868 20.062 -4.754 0.907
N 24.651 15.549 -6.629 -0.466
H 24.192 15.093 -5.854 0.364
H 24.284 15.190 -7.499 0.395
H 25.618 15.297 -6.482 0.381
H 24.555 16.554 -6.603 0.324
Cl 24.128 19.370 -3.809 1.654
O 23.738 18.112 -4.357 -0.634
O 24.899 20.094 -4.715 -0.583
O 22.931 20.077 -3.412 -0.545
O 24.954 19.088 -2.592 -0.622
C 17.597 21.187 -4.175 -1.323
C 17.379 19.529 -4.192 0.769
C 18.622 18.961 -5.017 -0.983
C 19.899 18.931 -4.237 -0.639
C 19.797 18.124 -2.936 -1.089
C 18.526 18.441 -2.062 1.056
N 17.331 18.844 -2.895 0.761
O 16.365 19.284 -2.089 -0.187
C 18.219 17.164 -1.239 -1.635
C 18.886 19.651 -1.050 -1.387
C 16.095 19.178 -5.064 -1.424
H 18.433 21.687 -3.685 0.309
H 17.348 21.699 -5.105 0.482
H 16.762 21.621 -3.624 0.493
H 18.412 17.940 -5.336 0.414
H 18.955 19.559 -5.865 0.422
H 20.722 18.428 -4.744 0.402
H 20.293 19.923 -4.017 0.395
H 20.712 18.352 -2.389 0.454
H 19.675 17.111 -3.320 0.369
H 18.971 17.008 -0.466 0.392
H 17.976 16.288 -1.839 0.428
H 17.288 17.244 -0.677 0.554
H 18.095 19.910 -0.347 0.424
H 19.109 20.592 -1.554 0.322
H 19.768 19.458 -0.439 0.464
H 16.112 19.685 -6.029 0.427
H 16.155 18.108 -5.267 0.396
H 15.164 19.407 -4.546 0.459
H 15.873 18.489 -1.873 0.470
```

***

No. 3
A structure of composition C9H23F2N2O7S2Si2 at a distorted geometry, computed with ωB97M-V with the def2-TZVPD basis set.

* HOMO level: -6.63 eV
* total charge: -1
* LUMO level: 2.19 eV
* gap between HOMO and LUMO: 8.821 eV
* F_max: 0.16198 hartree/bohr

Geometry as XYZ:
```
47
Properties=species:S:1:pos:R:3:mulliken_charge:R:1
C -2.650 -0.742 2.293 -0.722
C -1.195 0.000 2.615 -0.404
C 0.030 -0.948 1.984 0.057
C 0.903 0.011 0.979 -0.394
N 2.280 -0.512 0.629 -0.114
Si 2.245 -2.166 -0.082 0.353
O 1.341 -2.183 -1.613 -0.257
Si -0.071 -3.228 -1.512 0.568
C -1.522 -2.542 -2.637 -0.711
C -1.118 -0.967 -2.946 -0.006
C -2.443 -0.020 -3.281 -0.542
O -3.473 -0.161 -2.232 -0.361
C -3.323 0.918 -1.205 0.559
C -4.584 1.796 -0.596 -0.857
O -2.103 1.173 -0.712 -0.425
H -3.148 -0.268 1.317 -0.062
H -3.326 -0.511 3.246 0.289
H -2.569 -1.911 2.232 0.309
H -1.040 0.228 3.763 0.362
H -1.204 0.988 1.956 0.201
H 0.666 -1.414 2.879 0.141
H -0.544 -1.834 1.427 -0.139
H 1.080 1.031 1.570 0.291
H 0.271 0.321 0.014 0.041
H 2.612 0.113 -0.165 0.268
H 1.542 -3.109 0.824 -0.129
H 3.588 -2.721 -0.302 -0.204
H -0.482 -3.385 -0.102 -0.184
H 0.189 -4.612 -1.986 -0.242
H -1.542 -3.113 -3.683 0.293
H -2.580 -2.676 -2.155 0.311
H -0.387 -0.983 -3.883 0.383
H -0.553 -0.441 -2.053 -0.135
H -2.065 1.110 -3.321 0.317
H -2.891 -0.360 -4.328 0.328
H -4.344 2.921 -0.813 0.281
H -5.595 1.495 -1.105 0.278
H -4.588 1.666 0.581 0.272
N 4.150 3.443 1.978 -0.326
S 5.386 2.537 2.321 1.092
O 6.704 3.017 1.917 -0.604
O 5.197 1.092 2.293 -0.558
F 5.466 2.784 3.902 -0.284
S 3.863 3.466 0.433 1.066
O 2.948 4.530 0.019 -0.663
O 3.645 2.195 -0.248 -0.480
F 5.233 3.972 -0.208 -0.260
```